[1]
DFT (ωB97M-V with the def2-TZVPD basis set) results for C14H24BrFKN4O3 as an isolated structure.

HOMO-LUMO gap = 8.58 eV
charge = +1

XYZ file:
```
48
C14H24BrFKN4O3 (ωB97M-V with the def2-TZVPD basis set)
C 0.522 -3.018 -1.043
C -0.783 -3.342 -1.923
C -1.701 -2.061 -2.267
N -1.857 -1.265 -1.000
C -1.516 0.168 -1.160
Br 0.268 0.640 -2.010
N -2.456 1.096 -1.837
C -1.858 2.455 -1.622
O -1.801 3.437 -2.397
C -1.294 2.357 -0.096
C -1.333 0.798 0.313
C -0.111 0.141 1.133
C 0.927 1.204 1.753
C 2.158 1.582 0.789
C 3.545 1.837 1.603
C 4.381 0.445 1.579
N 4.851 0.102 0.197
C -2.542 0.758 1.371
O -2.377 1.409 2.446
N -3.825 0.031 1.225
C -3.751 -1.330 1.783
O -2.661 -1.940 1.966
F -4.924 -2.090 2.126
H 0.248 -2.927 0.079
H 1.063 -2.077 -1.410
H 1.231 -3.934 -1.092
H -1.446 -4.035 -1.268
H -0.541 -3.980 -2.861
H -2.745 -2.490 -2.540
H -1.362 -1.462 -3.179
H -2.882 -1.270 -0.814
H -2.672 0.930 -2.832
H -0.348 2.972 0.083
H -2.098 2.984 0.460
H 0.469 -0.667 0.560
H -0.585 -0.406 2.037
H 1.365 0.755 2.710
H 0.401 2.178 2.054
H 2.316 0.722 0.047
H 1.964 2.533 0.155
H 3.274 2.178 2.668
H 4.219 2.612 1.076
H 3.671 -0.405 1.910
H 5.269 0.446 2.320
H 4.823 1.001 -0.329
H 4.156 -0.530 -0.229
H -4.190 0.037 0.261
K 2.514 1.445 -2.832
```

Results of the Löwdin charge analysis, in e, for atoms 1 through 6: C -0.137; C -0.221; C -0.223; N 0.002; C -0.609; Br 0.778


[2]
DFT (ωB97M-V with the def2-TZVPD basis set) results for one molecule with the formula C5H7N3O3.

HOMO-LUMO gap (spin up / spin down) = 5.57 / 6.63 eV
charge = 0
multiplicity = 3
ΔE to the lowest compared entry with this formula, charge and spin = 45.30 kcal/mol

XYZ file:
```
18
C5H7N3O3 (ωB97M-V with the def2-TZVPD basis set)
C -3.770 1.079 -0.083
C -2.281 0.846 0.218
C -4.400 -1.293 -0.026
C 0.493 1.031 -0.597
C -0.046 -0.929 0.747
N -4.497 -0.103 -0.086
N -1.732 0.069 -0.692
N -0.333 -0.192 -0.502
O -4.283 2.141 -0.248
O -1.775 1.366 1.214
O -4.466 -2.446 0.013
H 0.184 1.704 0.206
H 1.549 0.786 -0.496
H 0.307 1.510 -1.557
H -0.691 -1.805 0.793
H 1.000 -1.233 0.770
H -0.274 -0.268 1.584
H -0.100 -0.806 -1.292
```

Results of the Löwdin charge analysis, in e, for atoms 1 through 6: C -0.438; C -0.483; C -0.337; C -0.004; C -0.004; N 0.206


[3]
DFT (ωB97M-V with the def2-TZVPD basis set) results for C36H39N4O2RuSSb2 as an isolated structure.

HOMO-LUMO gap (spin up / spin down) = 6.78 / 4.91 eV
charge = +3
multiplicity = 5
ΔE to the lowest compared entry with this formula, charge and spin = 1.98 kcal/mol

XYZ file:
```
85
C36H39N4O2RuSSb2 (ωB97M-V with the def2-TZVPD basis set)
Ru -0.821 0.250 0.070
C -3.637 -1.671 -0.658
O -2.387 -1.528 0.051
C -2.137 -2.397 1.091
C -3.090 -3.247 1.623
C -2.739 -4.079 2.678
C -1.451 -4.063 3.207
C -0.498 -3.225 2.669
C -0.827 -2.391 1.596
N 0.117 -1.511 1.005
N 1.316 -1.831 1.242
C 2.413 -1.094 0.872
C 2.391 0.267 0.337
O 1.305 0.882 0.109
C 3.625 0.929 0.065
C 4.803 0.303 0.291
C 4.868 -1.039 0.805
C 6.091 -1.653 1.019
C 6.150 -2.959 1.512
C 4.977 -3.658 1.789
C 3.750 -3.065 1.586
C 3.660 -1.736 1.093
H -4.472 -1.442 0.001
H -3.721 -2.683 -1.052
H -3.604 -0.951 -1.471
H -4.096 -3.272 1.232
H -3.486 -4.741 3.095
H -1.199 -4.703 4.041
H 0.501 -3.187 3.077
H 3.568 1.931 -0.339
H 5.737 0.811 0.080
H 7.006 -1.117 0.804
H 7.112 -3.426 1.677
H 5.030 -4.670 2.165
H 2.843 -3.612 1.795
C -1.331 -2.351 -3.038
Sb -0.114 -0.758 -2.353
C 1.790 -1.680 -2.285
C 0.115 0.533 -4.041
C 1.125 1.600 -3.735
C 2.473 1.344 -3.987
C 3.447 2.291 -3.712
C 3.080 3.521 -3.185
C 1.743 3.792 -2.942
C 0.755 2.846 -3.208
C -0.677 3.197 -2.937
Sb -1.223 2.733 -0.925
C 0.043 3.974 0.222
C -3.133 3.609 -0.677
H -0.813 -2.837 -3.863
H -2.289 -1.972 -3.385
H -1.480 -3.066 -2.232
H 1.951 -2.167 -3.246
H 1.821 -2.430 -1.498
H 2.560 -0.927 -2.128
H -0.869 0.907 -4.315
H 0.453 -0.122 -4.846
H 2.758 0.403 -4.442
H 4.483 2.083 -3.942
H 3.828 4.281 -2.999
H 1.456 4.771 -2.575
H -1.389 2.703 -3.594
H -0.850 4.271 -3.015
H -0.153 5.013 -0.040
H 1.077 3.716 0.007
H -0.171 3.823 1.279
H -3.050 4.640 -1.019
H -3.417 3.585 0.371
H -3.875 3.085 -1.276
N 0.434 0.789 3.151
C -0.909 0.824 3.101
N -1.585 0.818 1.958
C -2.974 0.899 2.208
C -3.982 0.959 1.254
C -5.298 1.020 1.678
C -5.615 1.017 3.037
C -4.619 0.960 3.996
C -3.302 0.904 3.561
S -1.856 0.871 4.536
H 0.945 1.106 2.341
H 0.890 0.910 4.042
H -3.742 0.974 0.197
H -6.096 1.081 0.949
H -6.650 1.069 3.346
H -4.862 0.968 5.050
```

Results of the Löwdin charge analysis, in e, for atoms 1 through 6: Ru 0.984; C -0.041; O -0.269; C -0.222; C 0.020; C -0.007


[4]
DFT (ωB97M-V with the def2-TZVPD basis set) results for a 2-piece molecular cluster, C5H16NO overall.

HOMO-LUMO gap = 11.33 eV
charge = +1
ΔE to the lowest compared entry with this formula, charge and spin = 68.23 kcal/mol

XYZ file:
```
23
C5H16NO (ωB97M-V with the def2-TZVPD basis set)
C -1.742 1.616 0.176
C -0.826 0.491 0.505
C -0.648 -0.755 -0.451
C 0.611 -1.650 -0.081
C 1.363 -1.844 -1.402
N -1.061 0.053 2.094
H -1.558 2.143 -0.798
H -2.773 1.273 0.336
H -1.700 2.477 0.873
H 0.132 1.004 0.458
H -0.308 -0.313 -1.432
H -1.539 -1.313 -0.621
H 0.192 -2.624 0.100
H 1.228 -1.258 0.736
H 0.993 -0.972 -2.244
H 1.107 -2.763 -1.851
H 2.390 -1.978 -1.295
H -0.110 0.180 2.490
H -1.805 0.521 2.731
H -1.044 -1.071 2.166
H 1.896 2.039 -1.412
H 3.002 2.540 -0.600
O 2.200 2.202 -0.478
```

Results of the Löwdin charge analysis, in e, for atoms 1 through 6: C -0.076; C -0.288; C -0.139; C -0.229; C -0.094; N 0.182


[5]
DFT (ωB97M-V with the def2-TZVPD basis set) results for C5H5OPS as an isolated structure.

HOMO-LUMO gap (spin up / spin down) = 7.72 / 7.72 eV
charge = 0
ΔE to the lowest compared entry with this formula, charge and spin = 5.73 kcal/mol

XYZ file:
```
13
C5H5OPS (ωB97M-V with the def2-TZVPD basis set)
C 1.573 -1.922 2.877
C 1.039 -1.365 1.941
C -0.619 0.290 0.733
C 0.637 -0.620 0.838
C -1.016 0.632 -2.237
O 0.369 2.506 -0.641
P -0.095 1.132 -0.657
S 1.666 -0.197 -0.482
H 1.775 -2.626 3.635
H -1.337 0.220 1.400
H -1.465 -0.343 -2.111
H -1.911 1.407 -2.121
H -0.616 0.887 -3.174
```

Results of the Löwdin charge analysis, in e, for atoms 1 through 6: C 0.169; C -0.165; C -0.165; C -0.655; C -0.175; O -0.357


[6]
DFT (ωB97M-V with the def2-TZVPD basis set) results for one molecule with the formula C7H9NS2.

HOMO-LUMO gap = 7.97 eV
SMILES = CSN1C=CC=C[C@@H]2S[C@@H]21
charge = 0
ΔE to the lowest compared entry with this formula, charge and spin = 57.20 kcal/mol

XYZ file:
```
19
C7H9NS2 (ωB97M-V with the def2-TZVPD basis set)
C -2.713 0.847 0.810
S -2.346 0.121 -0.849
N -0.720 -0.155 -0.674
C -0.296 -1.214 0.059
C 0.935 -1.726 0.352
C 2.241 -1.107 0.066
C 2.545 0.062 -0.516
C 1.695 1.154 -0.826
S 0.856 2.169 0.418
C 0.280 1.261 -0.926
H -2.053 1.628 1.140
H -2.656 0.067 1.526
H -3.609 1.279 0.655
H -1.077 -1.604 0.723
H 0.967 -2.750 0.854
H 3.139 -1.816 0.344
H 3.577 0.352 -0.547
H 2.217 1.877 -1.472
H -0.098 1.943 -1.797
```

Results of the Löwdin charge analysis, in e, for atoms 1 through 6: C -0.326; S 0.866; N -0.447; C -0.243; C -0.100; C -0.108


[7]
DFT (ωB97M-V with the def2-TZVPD basis set) results for a 2-piece molecular cluster, C5H8O2 overall.

HOMO-LUMO gap = 10.57 eV
SMILES = C#CC(=O)CC.O
charge = 0
ΔE to the lowest compared entry with this formula, charge and spin = 59.50 kcal/mol

XYZ file:
```
15
C5H8O2 (ωB97M-V with the def2-TZVPD basis set)
C -3.121 -0.643 -0.224
C -1.917 -0.579 -0.150
C -0.448 -0.357 0.144
O 0.454 -1.155 0.050
C -0.265 1.077 0.654
C 0.497 1.939 -0.381
H -4.153 -0.515 -0.180
H 0.298 1.002 1.559
H -1.325 1.379 0.822
H 1.476 1.548 -0.643
H -0.032 2.037 -1.303
H 0.646 2.927 0.032
O 3.167 -0.707 -0.158
H 2.204 -0.710 -0.120
H 3.437 -1.390 0.433
```

Results of the Löwdin charge analysis, in e, for atoms 1 through 6: C 0.147; C -0.016; C -0.382; O 0.088; C -0.158; C -0.065


[8]
DFT (ωB97M-V with the def2-TZVPD basis set) results for a 2-piece molecular cluster, C8H12NO2 overall.

HOMO-LUMO gap (spin up / spin down) = 8.08 / 8.91 eV
charge = +1
ΔE to the lowest compared entry with this formula, charge and spin = 79.13 kcal/mol

XYZ file:
```
23
C8H12NO2 (ωB97M-V with the def2-TZVPD basis set)
C 2.678 -0.605 -0.533
C 2.171 -0.488 0.785
C 2.666 0.655 -1.051
C 1.878 0.839 0.956
C -1.193 0.304 -1.094
C -2.574 0.904 -1.051
C -2.016 0.754 1.042
C -1.091 -1.491 0.610
N -0.966 -0.040 0.344
O 2.178 1.529 -0.160
O -2.913 1.100 0.164
H 3.018 -1.497 -1.015
H 2.069 -1.270 1.509
H 2.974 1.041 -2.002
H -1.114 -0.572 -1.740
H -0.459 1.047 -1.423
H 1.556 1.403 1.811
H -3.187 1.226 -1.868
H -2.323 0.478 2.032
H -0.323 -2.032 0.059
H -0.961 -1.680 1.674
H -2.074 -1.846 0.304
H 0.006 0.240 0.647
```

Results of the Löwdin charge analysis, in e, for atoms 1 through 6: C -0.046; C -0.075; C -0.102; C -0.158; C -0.039; C -0.048


[9]
DFT (ωB97M-V with the def2-TZVPD basis set) results for one molecule with the formula C4H5NOS.

HOMO-LUMO gap = 8.87 eV
SMILES = Oc1cc[nH]c1S
charge = 0
ΔE to the lowest compared entry with this formula, charge and spin = 39.10 kcal/mol

XYZ file:
```
12
C4H5NOS (ωB97M-V with the def2-TZVPD basis set)
O -2.014 -1.043 0.147
C -0.857 -0.309 -0.156
C -0.639 0.603 -1.249
C 0.602 1.109 -1.214
N 1.244 0.365 -0.203
C 0.350 -0.374 0.500
S 0.637 -1.356 1.999
H -1.588 -1.943 0.669
H -1.600 0.805 -1.877
H 1.280 1.693 -1.797
H 2.128 0.802 0.211
H 0.458 -0.352 2.970
```

Results of the Löwdin charge analysis, in e, for atoms 1 through 6: O -0.054; C -0.363; C -0.059; C -0.108; N -0.027; C -0.636


[10]
DFT (ωB97M-V with the def2-TZVPD basis set) results for C2H3NO2S as an isolated structure.

HOMO-LUMO gap = 8.52 eV
charge = 0
ΔE to the lowest compared entry with this formula, charge and spin = 45.01 kcal/mol

XYZ file:
```
9
C2H3NO2S (ωB97M-V with the def2-TZVPD basis set)
C -0.508 -0.372 -0.175
C 0.140 0.971 0.182
H 1.229 -0.419 -1.026
H 0.555 -2.198 -1.245
H -0.842 1.060 1.808
N 0.301 -0.937 -1.010
O -0.120 1.573 1.371
O 1.127 1.210 -0.443
S -1.882 -0.888 0.538
```

Results of the Löwdin charge analysis, in e, for atoms 1 through 6: C -0.895; C -0.505; H 0.110; H 0.288; H 0.080; N 0.039


[11]
DFT (ωB97M-V with the def2-TZVPD basis set) results for CH3Cl4NP2 as an isolated structure.

HOMO-LUMO gap = 9.93 eV
charge = 0
ΔE to the lowest compared entry with this formula, charge and spin = 0.00 kcal/mol

XYZ file:
```
11
CH3Cl4NP2 (ωB97M-V with the def2-TZVPD basis set)
C 0.157 -0.125 -0.133
N 0.477 -1.578 -0.146
P 0.484 -2.337 -1.648
P 1.207 -2.560 1.048
Cl -1.390 -2.063 -2.249
Cl 1.468 -1.060 -2.839
Cl -0.349 -2.266 2.281
Cl 2.572 -1.349 1.894
H 0.858 0.517 0.535
H 0.199 0.368 -1.125
H -0.767 -0.122 0.424
```

Results of the Löwdin charge analysis, in e, for atoms 1 through 6: C -0.232; N -0.837; P 0.007; P 0.081; Cl 0.215; Cl 0.209


[12]
DFT (ωB97M-V with the def2-TZVPD basis set) results for one molecule with the formula C4H5FO.

HOMO-LUMO gap = 11.03 eV
SMILES = C=C(F)[C@H]1CO1
charge = 0
ΔE to the lowest compared entry with this formula, charge and spin = 67.77 kcal/mol

XYZ file:
```
11
C4H5FO (ωB97M-V with the def2-TZVPD basis set)
C 1.807 0.600 -0.252
C 0.912 -0.317 0.068
F 1.184 -1.677 -0.133
C -0.540 -0.281 0.535
C -1.779 0.173 -0.263
O -1.198 -1.166 -0.459
H 1.613 1.827 -0.238
H 2.874 0.208 -0.403
H -0.615 -0.593 1.680
H -2.422 0.328 0.610
H -1.837 0.898 -1.146
```

Results of the Löwdin charge analysis, in e, for atoms 1 through 6: C 0.046; C -0.328; F 0.002; C -0.200; C -0.074; O -0.078


- Which value of charge does entry 11 give?
  0